Entry 1:
Molecular formula: C37H67Br2ClIN3O2Si2
Method: DFT, the ωB97M-V functional and the def2-TZVPD basis

Summary:
HOMO level: -0.17560 hartree
energy above the lowest of the compared OMol25 structures with the same formula, charge and spin: 0.000 eV
Kohn-Sham gap: 3.3 eV

```
! RIJCOSX wB97M-V def2-TZVPD def2/J DEFGRID3
* xyz 0 1
H 0.4408 2.0457 2.0750
C 2.2606 0.6295 1.6223
H 0.7504 -0.6989 2.4156
H 1.3856 -0.3614 -0.4550
C -1.1954 1.1577 -0.3789
H -3.3916 1.0117 -0.5356
C -4.4439 3.2927 -1.1085
C 2.3715 4.8853 -0.9834
H -2.0530 -10.9284 -2.3841
H 4.7939 3.1583 0.7588
H -4.9996 -11.8078 -0.4431
H 5.7255 4.2818 -1.7959
H -2.5154 1.3146 -2.1049
C -3.8583 -6.0969 -2.2671
C 0.9100 4.3942 -1.3888
H 10.2156 2.3028 2.7014
H 7.2235 3.0730 1.3409
H 3.4572 2.8814 -1.0535
C -4.2913 7.3164 2.1654
C -5.6160 -9.1079 -2.0699
H 2.9043 -0.1947 1.1967
C -4.5041 5.9070 0.0365
H -3.3951 -3.8085 0.3946
H 2.4051 1.5100 0.9464
C 6.9123 3.5056 0.3532
C -2.5711 1.6033 -1.0170
C -4.6895 6.1307 2.9268
H 8.9686 3.6025 3.1151
H -4.6284 -5.8869 -1.5201
H -6.1685 3.4665 -0.1141
H -4.3254 -6.5878 -3.1223
C 9.1083 4.8659 0.9328
C 4.9146 4.5254 -1.0522
H 4.8906 0.3370 3.3878
C -0.0705 2.0556 -1.0640
C 3.5043 3.9139 -1.4909
H 2.6103 5.9012 -1.3979
C 5.4053 4.0130 0.3582
H -1.1255 -5.1575 -0.8760
H -0.5422 -8.3428 -2.5491
C -3.0173 -1.8539 -0.5864
H 5.3675 4.8332 1.1296
H 7.3877 5.5944 -0.1857
H -4.7130 -3.2731 -0.6899
C 3.8807 -0.0992 3.5813
H -1.8219 -8.0906 -3.7520
H -0.7678 -6.7538 -3.2953
H 0.2276 5.2655 -1.5609
I 3.1336 2.9714 3.4540
H -0.6633 -6.5715 0.0921
H -3.5889 -11.5637 -2.9902
N -5.1726 3.4282 0.1518
H 6.9593 2.6605 -0.3895
C -3.9843 -2.9047 0.0842
H -2.4589 3.6274 -1.8989
Si -3.9797 -9.7225 -1.3624
C 0.5441 -0.6558 0.2352
H -4.5433 -2.4409 0.9450
H -0.5067 2.3918 -2.0480
H 8.6495 5.3088 1.8583
H -6.1376 -8.4739 -1.3489
H -2.1627 0.7361 1.6287
H -3.4600 -5.1355 -2.6201
Br -1.6552 -2.1930 1.8353
H -2.9617 -10.0445 -3.6264
C -4.2094 7.1834 0.7010
H -4.0501 8.2990 2.6368
H 1.8309 0.6082 3.7770
C -4.8886 4.7048 0.7898
N -3.0537 -8.4818 -0.6430
C -4.4003 -10.9920 -0.0233
C 7.9443 4.6174 -0.0965
H -4.4168 5.8833 -1.0732
C -4.9703 4.8605 2.2539
H 2.4781 4.9521 0.1345
H 3.5560 3.8104 -2.6047
H 3.7493 -1.1065 3.0884
H -0.4471 1.0036 2.9562
H 1.1740 3.2351 0.4446
O 9.8995 3.6942 1.1892
H -2.6042 3.6737 -0.0283
H 0.8731 1.5153 -1.3189
C 9.9443 3.3843 2.5850
Cl -0.2982 -0.7860 -2.2855
C -1.5110 -6.0360 -0.3407
H 1.0471 3.8292 -2.3535
H -4.7726 6.2515 4.0340
H -1.7136 2.4429 1.3929
C 2.7148 0.8689 3.1274
Br -3.5824 -1.2581 -2.3412
C -2.8723 3.1493 -0.9761
H 8.4123 4.3618 -1.0888
H -3.4891 -11.4185 0.4029
H 4.8687 5.6513 -1.0206
H 3.7392 -0.2999 4.6815
H -6.2707 -9.9540 -2.3092
C -1.2930 -7.6376 -2.9113
O -5.0286 3.3255 -2.1623
H -0.5020 3.8749 0.2602
C -1.8725 -1.3938 0.0278
H 9.8126 5.6389 0.5099
Si -2.4764 -7.1498 -1.5279
C -0.8382 -0.3859 -0.5677
H -5.2486 3.9790 2.8791
C -1.3649 1.3929 1.1753
N -0.1315 1.1857 1.9898
H -4.9747 -10.5245 0.7812
H 10.7196 4.0230 3.1054
H -5.4688 -8.5406 -2.9916
C 0.7660 0.0678 1.5889
H -3.9254 8.0761 0.1034
C -3.0535 -10.6461 -2.7196
H 0.6937 -1.7620 0.3909
H -2.1572 -5.6877 0.4704
C 0.3332 3.3730 -0.2899
*
```

Entry 2:
Molecular formula: C34H36N6SeW
Method: DFT, the ωB97M-V functional and the def2-TZVPD basis

Summary:
HOMO level (spin up / spin down): -0.72369 / -0.72396 hartree
Kohn-Sham gap (spin up / spin down): 7.0 / 6.1 eV

```
! RIJCOSX wB97M-V def2-TZVPD def2/J DEFGRID3
* xyz 4 3
C 3.6588 1.8631 2.5661
H -1.6607 1.0852 -4.0894
C 1.7612 3.8463 -2.1709
C 0.0085 -2.2214 -2.0551
H -1.4805 2.1070 -2.6722
H -3.8371 -2.3610 -0.5761
H 2.4872 -0.6310 -1.5723
C 2.0267 1.4770 -1.8453
C 3.1319 1.8706 3.8763
C 2.7920 0.2312 -2.1643
C 1.1123 -2.8667 1.7744
C -0.9645 0.0216 -2.3932
H -3.0757 -0.3017 3.8589
H -0.0482 -1.3853 -4.8324
C -1.8916 -2.1035 3.9244
C -1.9390 -1.4807 -0.7311
W 0.0863 -0.2623 -0.1372
H 2.7321 -0.0027 -3.2229
H -3.0759 4.0632 2.2000
C 0.7254 3.8426 -1.2361
C 1.3571 0.5263 2.9707
H -3.6392 -1.0207 0.5355
N 0.9875 1.4755 -0.9694
H -1.6690 -4.3854 -0.9582
H 3.8402 0.3925 -1.9317
N -0.8855 1.2784 0.7986
C 1.9796 1.1710 4.0567
N 3.5840 1.1647 0.3367
H 1.4114 -2.5278 0.7828
H -0.4294 -3.6700 3.8309
H -2.8960 -2.5792 0.8876
H -0.0616 1.5943 -3.5711
H 3.6470 2.3848 4.6793
C -3.1255 -1.8717 0.0988
C -1.5045 3.5584 0.8287
C 0.6371 -0.9274 -4.1048
C -0.7215 2.5335 0.3357
Se 5.1136 2.0358 0.5772
H 1.0512 -3.9533 1.7739
H -3.2699 1.7625 3.1009
C -1.0356 1.2780 -3.2113
C -0.9873 -3.7867 -0.3436
C -2.4490 3.2716 1.8062
C -1.9776 -0.2542 -1.4367
H 1.9220 -3.0250 -2.6734
H 1.9209 -2.5936 2.4585
C 0.3567 2.6565 -0.6638
H -3.4069 0.9066 -0.2759
H 0.4693 -0.0149 3.2269
H 0.5314 -3.5821 -3.5844
H 1.5566 -1.5011 -4.1459
C 2.3999 2.6647 -2.4695
H -4.0503 0.0595 -1.6674
H -1.3829 4.5721 0.4710
H 3.2157 2.6427 -3.1830
H 0.2261 4.7648 -0.9701
H 1.5241 1.0826 5.0342
C 0.8769 -3.3269 -2.5782
N 1.7449 0.5114 1.6997
N 4.8230 2.4045 2.2454
H -1.4041 -3.7673 0.6565
C -0.8894 -2.4262 -0.9744
C 2.9625 1.1704 1.4907
C -0.0603 -1.0103 -2.7833
H -3.1298 1.5300 -1.8992
C -0.1561 -2.2404 2.2635
N -0.6179 -1.1017 1.6909
H -0.0392 -4.3077 -0.3064
H -2.4037 -2.5119 4.7876
H 0.8407 -4.2321 -1.9877
C -2.5683 1.9783 2.3062
H 0.8258 0.0826 -4.4517
C -0.8035 -2.7568 3.3839
C -2.2861 -0.8746 3.3900
C -1.7571 0.9917 1.7891
H 2.0596 4.7715 -2.6505
C -3.1890 0.6271 -1.3053
C -1.6182 -0.3868 2.3009
*
```

Entry 3:
Molecular formula: CH3NOS
Method: DFT, the ωB97M-V functional and the def2-TZVPD basis

Summary:
HOMO level (spin up / spin down): -0.32413 / -0.42203 hartree
energy above the lowest of the compared OMol25 structures with the same formula, charge and spin: 2.580 eV
Kohn-Sham gap (spin up / spin down): 7.9 / 8.6 eV

```
! RIJCOSX wB97M-V def2-TZVPD def2/J DEFGRID3
* xyz 0 3
O 4.8065 0.2419 0.0180
H -0.3124 0.5316 0.9527
C 0.0149 0.0842 0.0392
H 0.3062 0.6933 -0.7908
N 2.6253 -0.0495 1.1591
H 0.0268 -0.9798 -0.0502
S 3.3536 0.1997 -0.1267
*
```

Entry 4:
Molecular formula: C4H4N2OS
Method: DFT, the ωB97M-V functional and the def2-TZVPD basis

Summary:
HOMO level: -0.34481 hartree
energy above the lowest of the compared OMol25 structures with the same formula, charge and spin: 3.252 eV
SMILES: C/N=C1\N=CSC1=O
Kohn-Sham gap: 8.3 eV

```
! RIJCOSX wB97M-V def2-TZVPD def2/J DEFGRID3
* xyz 0 1
H -2.3628 -0.9779 -0.0117
N -0.3735 1.0721 -0.3981
H -1.6831 -1.1649 1.7538
C 1.8889 0.1986 -0.4140
S 1.9854 1.8812 -0.9694
C 0.2880 -0.0704 -0.1102
H -0.1074 2.9250 -0.9135
C -1.4546 -1.5697 0.5746
O 2.7445 -0.6044 0.0230
H -1.2647 -2.6513 0.6967
N -0.0759 -1.1623 0.3789
C 0.4153 2.1241 -0.6101
*
```